Entry 1:
The following is a quantum chemistry calculation of C13H27ClIrN7O6Si2 as an isolated structure, from the OMol25 dataset.

- ΔE to the lowest compared entry with this formula, charge and spin (kcal per mole) = 37.3
- 2S+1 = 1
- orbital gap (hartree) = 0.2213
- HOMO (eV) = -6.68

CARTESIAN COORDINATES (ANGSTROEM)
Ir  0.74554  0.51651  0.38886
O  3.51505  -0.64054  2.84215
Cl  2.65288  0.43972  2.52780
O  2.96783  1.61043  3.25657
O  1.23594  0.07162  2.66132
O  2.77555  0.72877  1.05167
N  0.83820  0.61097  -1.59250
N  1.13512  1.91349  -2.06771
C  1.22513  2.94845  -1.18222
N  1.42974  4.15641  -1.69935
N  1.05475  2.62027  0.08641
N  1.19502  3.58748  1.08849
O  1.57142  4.71779  0.79993
O  0.86308  3.22463  2.17431
H  1.51912  -0.06020  -1.93590
H  -0.12529  0.33045  -1.83016
H  0.97269  2.09731  -3.04407
H  1.68722  4.25522  -2.66551
H  1.61882  4.89936  -1.03824
C  -3.43985  1.60402  -1.60054
Si  -2.45186  1.62783  0.00370
C  -1.77729  3.37691  0.05827
C  -3.55383  1.50940  1.51429
N  -1.23870  0.36570  -0.00056
C  -1.66982  -0.98315  0.07292
C  -2.99259  -1.40753  -0.03270
C  -3.33515  -2.74937  0.09681
C  -2.34972  -3.68916  0.34084
C  -1.02423  -3.28588  0.43304
C  -0.66439  -1.94910  0.27574
N  0.65000  -1.48326  0.28498
Si  1.98907  -2.57638  0.02051
C  2.38004  -3.61792  1.51991
C  3.55355  -1.66122  -0.48682
C  1.60921  -3.66693  -1.46660
H  -4.12126  2.45985  -1.62720
H  -4.02879  0.70240  -1.76954
H  -2.75628  1.71102  -2.44953
H  -2.66563  4.01675  0.05804
H  -1.18643  3.67209  -0.81175
H  -1.23284  3.59823  0.97701
H  -4.21387  2.37941  1.57087
H  -2.92127  1.51457  2.40678
H  -4.17060  0.61368  1.55520
H  -3.78513  -0.69369  -0.20233
H  -4.37394  -3.04501  0.02291
H  -2.60388  -4.73382  0.46906
H  -0.26213  -4.02505  0.64819
H  2.62722  -2.97002  2.36279
H  3.24293  -4.26187  1.32616
H  1.54570  -4.25577  1.81563
H  4.13438  -1.31190  0.36279
H  3.37992  -0.79300  -1.12974
H  4.16912  -2.36310  -1.05736
H  0.71565  -4.28517  -1.37041
H  2.46105  -4.32795  -1.65374
H  1.48380  -3.04375  -2.35948

=====

Entry 2:
The following is a quantum chemistry calculation of C13H27O6Se2V as an isolated structure in a non-equilibrium geometry, from the OMol25 dataset.

- ΔE to the lowest compared entry with this formula, charge and spin (kcal per mole) = 29.8
- 2S+1 = 2
- orbital gap (spin up / spin down) (hartree) = 0.2910 / 0.2764
- charge = +1
- HOMO (spin up / spin down) (eV) = -10.10 / -9.51
- ⟨S²⟩ = 0.7698

CARTESIAN COORDINATES (ANGSTROEM)
V  -0.03820  0.03720  -0.42060
C  -0.38700  0.90560  3.01470
C  0.84380  1.73620  2.55060
O  1.46840  1.06470  1.47090
C  2.35130  1.87250  0.71990
C  2.96370  0.99680  -0.40230
O  2.20340  -0.17140  -0.65310
C  2.60880  -1.29350  0.11990
C  1.59930  -2.41300  -0.12240
O  0.28420  -2.06330  0.26610
C  -0.12400  -2.46120  1.56650
C  0.12700  -1.39380  2.63180
O  -0.59050  -0.24580  2.22300
H  -1.28670  1.50720  2.87650
H  -0.29400  0.63110  4.07280
H  1.56890  1.87090  3.36780
H  0.50070  2.72400  2.22070
H  3.14700  2.27310  1.36540
H  1.80210  2.72130  0.28650
H  3.99260  0.71430  -0.14770
H  2.97500  1.55800  -1.34110
H  2.66200  -1.03110  1.18280
H  3.60350  -1.63130  -0.20770
H  1.92430  -3.33030  0.38140
H  1.55980  -2.59660  -1.20500
H  0.35670  -3.40420  1.84930
H  -1.20890  -2.61060  1.50270
H  1.19510  -1.17030  2.74460
H  -0.25450  -1.75920  3.59710
C  -3.67920  1.09520  -0.41670
Se  -2.40160  -0.33000  -0.06200
C  -2.77040  -1.38630  -1.71220
C  -2.08880  -0.79990  -2.93430
Se  -0.12000  -0.78270  -2.70410
C  0.23900  0.62210  -4.00850
H  -4.65980  0.64550  -0.57410
H  -3.35880  1.68400  -1.27450
H  -3.68950  1.72690  0.47110
H  -3.85460  -1.42020  -1.85230
H  -2.40480  -2.40030  -1.51500
H  -2.38190  0.24170  -3.09710
H  -2.31390  -1.38290  -3.83390
H  -0.16960  1.56250  -3.64380
H  -0.20950  0.33010  -4.95840
H  1.31870  0.70570  -4.12330
O  -1.33080  2.31320  0.61730
C  -0.82370  2.62340  -0.45390
O  -0.16720  1.84690  -1.19710
H  -0.95050  3.66140  -0.84670

=====

Entry 3:
The following is a quantum chemistry calculation of a 6-piece molecular cluster, C13H28Br11NOP overall in a non-equilibrium geometry, from the OMol25 dataset.

- 2S+1 = 1
- orbital gap (hartree) = 0.1940
- charge = -1
- HOMO (eV) = -3.53

CARTESIAN COORDINATES (ANGSTROEM)
C  -1.33074  0.85050  3.08768
C  0.21527  1.28733  2.62508
C  0.01573  2.40425  1.39597
N  1.37172  2.94223  0.99638
P  1.27402  4.08641  -0.36989
O  1.21909  5.67937  0.41500
Br  -0.73929  3.96273  -1.45483
H  -1.80063  1.78458  3.66299
H  -1.35231  -0.13684  3.72478
H  -1.94215  0.74391  2.07946
H  0.85064  1.71133  3.52080
H  0.73359  0.35509  2.08987
H  -0.54739  1.81503  0.54289
H  -0.73511  3.20030  1.80977
H  0.25790  6.00609  0.29882
Br  -1.30373  2.09368  -4.77432
C  -0.11131  0.55551  -4.90758
C  0.16630  -0.04104  -3.54721
Br  1.44779  1.04005  -2.55091
H  0.78921  0.89347  -5.42635
H  -0.64305  -0.16134  -5.54135
H  0.63879  -1.02265  -3.64682
H  -0.72691  -0.13384  -2.92325
Br  -0.37798  -3.98441  -7.85270
C  -1.95646  -3.42957  -6.84962
C  -2.92346  -2.66962  -7.72764
Br  -2.30981  -0.84463  -8.03819
H  -1.60301  -2.85301  -5.99118
H  -2.40874  -4.36113  -6.49476
H  -3.89224  -2.56340  -7.23072
H  -3.07146  -3.12842  -8.70914
Br  -1.15898  -1.03637  -0.15790
C  -2.40006  -2.30301  -0.97089
C  -1.66440  -3.46729  -1.59283
Br  -0.85162  -2.96176  -3.29207
H  -3.00792  -1.74129  -1.68452
H  -3.03617  -2.64447  -0.14806
H  -2.36031  -4.27458  -1.83927
H  -0.86436  -3.86290  -0.96102
Br  5.84897  1.81202  1.25395
C  4.34559  1.92548  2.49192
C  4.57143  1.05722  3.70792
Br  4.26888  -0.82509  3.29688
H  3.44738  1.66023  1.92877
H  4.29202  2.98106  2.77684
H  3.84715  1.29728  4.49184
H  5.58264  1.13662  4.11645
Br  0.33005  -2.15139  5.21275
C  -0.28783  -1.32029  6.86596
C  -0.00609  0.16434  6.87052
Br  1.87645  0.52412  7.23139
H  0.18907  -1.85610  7.69045
H  -1.36599  -1.50789  6.89183
H  -0.55046  0.65666  7.68170
H  -0.24969  0.65548  5.92438

=====

Entry 4:
The following is a quantum chemistry calculation of C13H28N2Si2 as an isolated structure in a non-equilibrium geometry, from the OMol25 dataset.

- 2S+1 = 1
- orbital gap (hartree) = 0.1373
- HOMO (eV) = -5.73

CARTESIAN COORDINATES (ANGSTROEM)
C  2.65681  -2.08284  0.80667
C  3.47416  -1.76042  -0.00461
C  4.35899  -1.03786  -0.89826
C  4.50097  -1.77282  -2.26166
C  3.45849  -1.16175  -3.09657
N  2.92571  -0.14362  -2.54589
C  3.57016  0.25600  -1.28012
C  4.52858  1.42524  -1.61715
H  1.91452  -2.09254  1.57265
H  5.27386  -0.75889  -0.39338
H  5.48043  -1.96117  -2.68433
H  4.09852  -2.77767  -2.07934
H  3.10824  -1.50032  -4.05940
H  2.14221  0.36931  -2.93716
H  2.82047  0.48693  -0.53805
H  5.55405  1.18042  -1.36077
H  4.28237  2.32414  -1.06228
H  4.51208  1.67585  -2.67301
C  -0.04909  0.04851  -1.03427
Si  -1.64571  0.61483  -0.17720
C  -3.02644  0.48385  -1.46625
C  -1.41520  2.45395  0.22064
N  -1.84635  -0.35944  1.15877
Si  -3.10753  -0.27448  2.26861
C  -4.81365  -0.59145  1.50931
C  -3.19934  1.37716  3.19366
C  -2.83846  -1.61373  3.57795
H  0.16679  0.65189  -1.93304
H  0.78743  0.14933  -0.33430
H  -0.13266  -0.99909  -1.33425
H  -2.72688  0.93391  -2.42256
H  -3.92716  1.00248  -1.13438
H  -3.27652  -0.56196  -1.65173
H  -0.69935  2.58145  1.03505
H  -2.35875  2.91648  0.51359
H  -1.03873  3.00888  -0.65012
H  -5.15399  0.25895  0.91376
H  -5.56478  -0.76203  2.28957
H  -4.78837  -1.47501  0.86887
H  -2.20979  1.67151  3.54851
H  -3.86132  1.30350  4.06455
H  -3.59036  2.17426  2.55682
H  -1.88529  -1.45834  4.08824
H  -2.82453  -2.60125  3.11195
H  -3.63458  -1.60219  4.33094

=====

no.,M (g/mol),E_tot (hartree)
1,661.24,-2489.5282
2,488.22,-6709.5824
3,1124.29,-29297.6551
4,268.55,-1200.5314